Density functional theory data (ωB97M-V with the def2-TZVPD basis set) for C21H37BEuN11O7S as an isolated structure at a distorted geometry.

Last column: Mulliken spin population.
Geometry (Å):
Eu: -7.2282 -12.8021 5.6408  6.0640
C: -11.7684 -14.2855 2.3634  0.0001
C: -11.4007 -13.6906 3.7314  -0.0007
C: -12.5527 -13.0392 4.4991  0.0000
C: -10.9232 -14.8181 4.5944  0.0013
C: -11.6690 -16.0221 4.8959  0.0001
C: -10.8020 -16.7067 5.7224  0.0006
N: -9.6944 -15.9942 5.9460  0.0024
N: -9.7760 -14.7614 5.2300  -0.0047
B: -8.3206 -16.3065 6.6737  -0.0041
N: -7.1462 -16.3046 5.6695  0.0037
C: -6.1477 -17.1728 5.5029  -0.0020
C: -5.4295 -16.8046 4.3668  -0.0009
C: -6.1513 -15.6826 3.8472  -0.0045
N: -7.1559 -15.3183 4.6312  -0.0145
C: -5.9269 -15.0532 2.5082  0.0013
C: -7.2399 -15.0488 1.6579  -0.0014
C: -4.7718 -15.7987 1.8379  0.0002
N: -7.9862 -15.2238 7.7388  -0.0032
C: -7.3330 -15.5659 8.8616  0.0015
C: -7.6603 -14.6689 9.8554  -0.0023
C: -8.5202 -13.7073 9.2088  0.0009
N: -8.6036 -13.9622 7.8948  -0.0042
C: -9.3291 -12.6662 9.9287  0.0000
C: -9.3498 -12.9578 11.4408  0.0000
C: -10.7736 -12.5846 9.3704  -0.0002
H: -12.3250 -13.5373 1.7908  0.0000
H: -10.9161 -14.5737 1.7334  0.0000
H: -12.4616 -15.1095 2.5099  0.0000
H: -10.5889 -12.9753 3.6177  0.0016
H: -13.3872 -13.7200 4.5855  0.0000
H: -12.2342 -12.7783 5.5269  0.0000
H: -12.9072 -12.1143 4.0122  0.0000
H: -12.6489 -16.2597 4.5465  0.0000
H: -10.9254 -17.6719 6.1979  0.0001
H: -8.4192 -17.4068 7.1582  0.0000
H: -6.0248 -18.0481 6.1485  0.0000
H: -4.6090 -17.2795 3.9158  0.0001
H: -5.6193 -14.0238 2.6647  -0.0012
H: -7.5755 -16.0729 1.4528  0.0000
H: -8.0266 -14.5161 2.1914  0.0014
H: -7.0670 -14.5739 0.6853  0.0000
H: -4.9081 -16.8762 1.8343  0.0000
H: -4.5941 -15.4719 0.8091  0.0000
H: -3.8503 -15.5919 2.3766  0.0001
H: -6.7096 -16.4544 8.9417  -0.0001
H: -7.5177 -14.7974 10.9179  0.0000
H: -8.8209 -11.7080 9.6655  0.0000
H: -9.7384 -13.9474 11.6539  0.0000
H: -8.3766 -12.9262 11.9394  0.0000
H: -9.9787 -12.2438 11.9779  0.0000
H: -11.3945 -13.4332 9.6756  0.0000
H: -11.2921 -11.6995 9.7921  0.0000
H: -10.7589 -12.4809 8.2709  0.0003
N: -9.7190 -10.2203 5.7906  0.0008
N: -9.3961 -8.9372 6.2795  0.0004
C: -8.2982 -8.8361 7.0339  0.0006
N: -8.2244 -7.6700 7.7769  -0.0001
N: -7.4611 -9.8835 6.9609  0.0023
N: -6.3363 -9.9115 7.8082  -0.0013
O: -5.9389 -11.1303 7.8504  0.0001
O: -5.8721 -8.9629 8.4082  -0.0001
H: -9.0034 -10.5293 5.1006  0.0005
H: -10.7186 -10.2576 5.4738  -0.0001
H: -9.8763 -8.0951 5.8838  0.0000
H: -9.0255 -7.3387 8.2599  0.0000
H: -7.3033 -7.4313 8.1511  0.0000
O: -7.1597 -10.4265 1.8343  -0.0018
C: -6.8920 -11.0465 2.8535  0.0010
O: -7.6585 -11.3666 3.8423  -0.0199
H: -5.8767 -11.5244 2.9250  0.0007
C: -3.3221 -12.5080 6.6995  -0.0002
S: -4.2859 -13.4616 5.5677  -0.0026
O: -3.4023 -14.3503 4.8277  -0.0007
O: -5.3229 -14.1291 6.4045  -0.0081
O: -4.9260 -12.4601 4.6611  -0.0065
H: -2.7504 -13.1907 7.3520  0.0000
H: -4.0188 -11.8524 7.2695  0.0000
H: -2.6433 -11.8257 6.1571  0.0000

Forces on atoms 1 to 6 (eV/Å):
Eu -0.2 -1.2 -0.4
C -0.6 1.0 -0.2
C 0.2 -0.8 0.2
C 0.1 0.9 -0.1
C -0.5 -0.6 0.4
C 1.7 1.2 0.0

Its HOMO energy (spin up / spin down) is -0.3003 / -0.3004 hartree. As for the expectation value of S²: 12.02. The calculation puts the LUMO energy (spin up / spin down) at -2.9 / -1.1 eV. Its spin multiplicity is 7. Its HOMO-LUMO gap (spin up / spin down) is 5.30 / 7.03 eV. The strongest force on any atom is 3.1 eV Å⁻¹. The calculation puts the energy above the lowest of the compared OMol25 structures with the same formula, charge and spin at 29.66 kcal/mol.

Density functional theory data (ωB97M-V with the def2-TZVPD basis set) for a 11-piece molecular cluster, C42H107N5O11 overall at a distorted geometry.

Last column: Mulliken charge in e.
Geometry (Å):
C: -5.1092 1.4346 1.1784  -1.7204
C: -4.7881 -0.0791 1.0334  1.9502
C: -3.5413 -0.5230 1.8219  -0.7584
C: -6.0650 -0.9390 1.3930  -1.6791
C: -5.9029 -2.4164 1.2250  -0.5190
C: -5.6108 -2.5985 -0.2818  -1.5718
C: -4.4798 -1.7776 -0.8510  2.2216
C: -3.0761 -2.4249 -0.6496  -1.3190
C: -4.7196 -1.6569 -2.3644  -2.1229
N: -4.6271 -0.3776 -0.3870  -0.1997
O: -3.6383 0.4131 -0.9849  0.1427
H: -5.8799 1.6740 0.3638  0.3595
H: -5.4913 1.6143 2.1589  0.4836
H: -4.2794 2.1685 0.9541  0.0386
H: -3.6382 -0.2100 2.8797  0.6124
H: -3.3265 -1.6068 1.8013  -0.2795
H: -2.6567 -0.0813 1.3102  -0.2525
H: -6.4921 -0.7227 2.3418  0.4765
H: -6.8018 -0.5276 0.7125  0.4506
H: -5.1622 -2.8089 1.8665  0.3429
H: -6.8800 -2.9165 1.4357  0.4230
H: -6.4832 -2.2874 -0.8888  0.4585
H: -5.4850 -3.6650 -0.5765  0.3279
H: -2.9354 -3.2842 -1.3277  0.6795
H: -2.8310 -2.8308 0.3478  0.0536
H: -2.3426 -1.7475 -1.0720  -0.0612
H: -3.8873 -1.2217 -2.9291  0.2223
H: -5.6077 -1.0038 -2.4384  0.5383
H: -5.0006 -2.6520 -2.7425  0.4547
H: -4.1594 0.9077 -1.6870  0.2702
C: 0.9018 -7.2789 1.2755  -1.6425
C: -0.3142 -6.7908 2.0876  1.5559
C: -1.6371 -7.4207 1.6469  -1.8277
C: -0.0430 -7.0398 3.5396  -1.2742
C: 1.0601 -6.1679 4.2065  -1.0762
C: 0.8167 -4.6861 4.0748  -0.7835
C: 0.4502 -4.2983 2.5735  2.5682
C: -0.2909 -2.9724 2.6639  -1.4904
C: 1.6828 -4.0520 1.7777  -2.0752
N: -0.4837 -5.2818 1.9683  0.3278
O: -0.6549 -5.0223 0.5441  -0.5206
H: 0.9684 -6.9328 0.2293  0.2006
H: 1.7425 -7.0551 1.8505  0.4182
H: 0.9806 -8.3619 1.2210  0.4857
H: -1.6496 -7.1408 0.5385  0.3215
H: -1.7542 -8.4764 1.5874  0.3997
H: -2.4799 -6.9532 2.2068  0.3571
H: -0.9668 -6.9699 4.1507  0.3091
H: 0.2731 -8.0636 3.7735  0.4491
H: 1.1584 -6.4715 5.2040  0.5179
H: 2.0572 -6.3408 3.7845  0.3443
H: 1.7996 -4.1357 4.3755  0.1384
H: -0.0127 -4.3818 4.7071  0.4509
H: -0.5501 -2.5152 1.7214  -0.3257
H: 0.3432 -2.1737 3.1419  0.0950
H: -1.1977 -3.1512 3.2507  0.6324
H: 2.4412 -4.8252 1.9408  0.3463
H: 2.1846 -3.0992 1.9184  0.2260
H: 1.3657 -4.0243 0.7694  0.4963
H: -1.3750 -4.4242 0.5701  0.3483
C: 4.3955 -0.7958 0.7157  -0.6577
O: 4.1516 0.6104 0.7364  -0.2219
C: 4.3264 1.2520 1.9611  -0.2405
C: 3.8082 2.6389 1.8461  0.9614
C: 4.4845 3.5403 2.8161  -1.7113
N: 2.3646 2.6410 1.9677  0.5420
H: 4.1585 -1.1210 -0.2965  -0.0199
H: 3.7766 -1.3185 1.4246  0.2911
H: 5.4409 -1.0184 0.9941  0.3943
H: 3.7743 0.6282 2.7189  -0.1084
H: 5.4371 1.1427 2.2740  0.2914
H: 4.1051 2.9610 0.8311  0.0059
H: 4.2306 3.4013 3.8556  0.2241
H: 4.1609 4.5750 2.6609  0.3494
H: 5.5431 3.3704 2.5125  0.4974
H: 1.9486 2.0230 1.3214  -0.6292
H: 2.0174 3.6016 1.8886  0.0970
C: 2.3135 -1.3948 6.2649  -0.8171
O: 1.2798 -0.7916 5.4914  -0.1681
C: 1.3969 0.6224 5.4457  -0.2956
C: 0.0552 1.2144 5.2560  0.0563
C: -0.6248 0.7596 3.9657  -0.2665
N: 0.2494 2.6440 5.4363  -0.8582
H: 2.1289 -2.4674 6.3700  0.1987
H: 2.3164 -0.9675 7.2665  0.3712
H: 3.3291 -1.2778 5.7686  0.2843
H: 1.7425 1.0687 6.4113  0.4147
H: 2.0881 0.8833 4.6184  -0.3549
H: -0.6337 0.9063 6.0111  0.4012
H: -0.0123 1.0504 3.1232  -0.1475
H: -1.5451 1.2664 3.8992  0.3474
H: -0.8544 -0.3159 3.9219  0.2026
H: -0.6113 3.1332 5.2012  0.3439
H: 0.7934 2.8627 4.5734  0.2625
C: -0.8203 0.3017 -4.5194  -0.9548
O: 0.2232 0.3885 -3.5524  0.4118
C: -0.1138 -0.3007 -2.3268  -1.0308
C: 0.9829 0.0571 -1.3381  1.8835
C: 0.8727 -0.6446 -0.0255  0.1839
N: 1.1027 1.5730 -1.2563  0.2781
H: -0.4107 0.7188 -5.4108  0.2480
H: -1.6319 0.9313 -4.1456  0.1964
H: -1.3046 -0.6704 -4.7735  0.3003
H: -1.1231 0.0333 -2.1225  0.4038
H: -0.0045 -1.3663 -2.5128  -0.0898
H: 1.9087 -0.3729 -1.7276  -0.9707
H: 1.9223 -0.6265 0.4239  -0.9560
H: 0.6548 -1.7242 -0.2346  0.6833
H: 0.1840 -0.2255 0.7291  -0.4721
H: 2.0602 1.7357 -0.9511  -0.0326
H: 0.9194 2.0991 -2.0980  -0.2070
C: 3.7476 3.9788 -3.1334  -0.6756
C: 2.9247 4.2361 -4.3645  -0.0582
O: 1.5688 3.7554 -4.1488  -0.3483
H: 3.2871 4.5763 -2.3204  -0.0617
H: 4.7794 4.2003 -3.3337  0.5239
H: 3.8018 2.9059 -2.8293  0.0484
H: 3.2611 3.6391 -5.2353  0.0592
H: 2.9491 5.2766 -4.6427  0.2845
H: 1.2058 3.4792 -4.9951  0.1853
C: 0.3611 7.1011 -0.2595  -1.0006
C: 1.6336 6.3352 -0.0594  -0.1816
O: 1.5356 5.0679 0.5025  -0.2562
H: -0.4025 6.4574 -0.7504  0.0648
H: 0.5563 7.7694 -1.0247  0.4860
H: -0.0416 7.5445 0.6345  0.2638
H: 2.3763 6.8418 0.6154  0.3497
H: 2.2086 6.3719 -1.0272  0.1158
H: 0.7939 4.6197 0.0922  -0.0036
C: -3.3770 4.8298 -3.4637  -0.8748
C: -1.9316 4.9430 -3.8593  -0.1632
O: -1.2134 4.4171 -2.7580  -0.1657
H: -4.1674 5.1244 -4.2230  0.3389
H: -3.4717 5.4457 -2.5832  0.2415
H: -3.6483 3.8263 -3.1668  0.0426
H: -1.6758 5.9783 -3.9984  0.2869
H: -1.6693 4.5384 -4.8617  0.2526
H: -0.2950 4.2100 -2.9909  0.0116
C: -2.2883 4.0003 1.6662  -1.4914
C: -1.7537 3.3156 0.4373  1.4563
O: -0.3367 3.1908 0.5291  0.3319
H: -1.7261 4.9272 1.8815  0.3083
H: -2.1110 3.3279 2.4724  0.1595
H: -3.3021 4.2670 1.6190  0.5381
H: -2.0718 3.8930 -0.4430  -0.2806
H: -2.1967 2.3310 0.3047  -0.7123
H: -0.0520 2.3665 0.0113  -0.1555
C: 1.9618 -3.2757 -3.8513  -1.0455
C: 2.8702 -2.1110 -3.4185  0.3707
O: 2.6516 -0.9619 -4.1691  -0.4994
H: 2.0166 -3.3450 -4.9328  0.3058
H: 0.8402 -3.2041 -3.5472  0.1328
H: 2.3277 -4.1559 -3.2929  0.3954
H: 3.9596 -2.3797 -3.6773  0.3293
H: 2.8909 -1.7542 -2.3731  -0.1808
H: 1.7943 -0.5406 -3.9670  0.3537
C: 2.7039 2.1945 -7.8198  -0.9890
C: 3.3907 1.0025 -7.2720  0.1728
O: 2.4250 0.0063 -7.4540  -0.5363
H: 1.8845 2.4430 -7.0949  0.0017
H: 2.1958 2.1322 -8.7826  0.3453
H: 3.3194 3.0760 -8.0648  0.3419
H: 3.6839 1.1172 -6.2020  0.1461
H: 4.3335 0.7999 -7.8694  0.2461
H: 2.6173 -0.7136 -6.8595  0.2778

Forces on atoms 1 to 6 (eV/Å):
C 0.1 0.1 -2.2
C 0.1 -1.0 0.3
C 0.4 0.4 0.1
C 0.5 1.5 -0.2
C -1.6 0.1 -2.2
C -0.7 -1.2 -0.3

Its HOMO energy is -0.3117 hartree. The structure (SMILES) is CC1(C)CCCC(C)(C)N1O.CC1(C)CCCC(C)(C)N1O.COC[C@H](C)N.COC[C@H](C)N.COC[C@H](C)N.CCO.CCO.CCO.CCO.CCO.CCO. The calculation puts the LUMO energy at 0.4 eV. Its spin multiplicity is 1. Its HOMO-LUMO gap is 8.92 eV. The strongest force on any atom is 3.2 eV Å⁻¹.

Density functional theory data (ωB97M-V with the def2-TZVPD basis set) for a 2-piece molecular cluster, C4H12 overall at a distorted geometry.

Last column: Mulliken charge in e.
Geometry (Å):
C: 0.8454 2.4637 -0.5885  -0.6352
C: 1.4334 1.2921 -1.3505  -0.5662
H: 0.2931 2.3717 0.4387  0.2268
H: 1.8803 3.1262 -0.4887  0.2190
H: 0.0066 2.8600 -1.2199  0.2152
H: 2.4900 1.3359 -1.0886  0.2103
H: 1.3912 1.1160 -2.4387  0.3171
H: 0.9270 0.1869 -1.0829  0.0328
C: -1.1043 -1.3485 0.3997  -0.5674
C: -1.2055 -2.4191 1.5439  -1.0186
H: -1.2664 -1.6985 -0.6214  0.3475
H: -1.8423 -0.4854 0.5204  0.2569
H: -0.1089 -0.8592 0.3220  0.0270
H: -2.1943 -2.4365 1.9608  0.2870
H: -1.0227 -3.3269 1.2839  0.3871
H: -0.5227 -2.1785 2.4099  0.2607

Forces on atoms 1 to 6 (eV/Å):
C 0.2 1.9 0.0
C -0.7 -4.5 1.1
H 1.7 -0.6 -1.7
H -3.5 -0.6 0.0
H 1.1 0.6 0.5
H 0.0 -1.1 -0.1

Its HOMO energy is -0.3917 hartree. The structure (SMILES) is CC.CC. The calculation puts the LUMO energy at 1.1 eV. Its spin multiplicity is 1. Its HOMO-LUMO gap is 11.77 eV. The strongest force on any atom is 6.8 eV Å⁻¹. The calculation puts the energy above the lowest of the compared OMol25 structures with the same formula, charge and spin at 46.81 kcal/mol.

Density functional theory data (ωB97M-V with the def2-TZVPD basis set) for one molecule with the formula C4H7N at a distorted geometry.

Last column: Mulliken charge in e.
Geometry (Å):
C: -1.2910 -0.7720 0.1636  -0.8733
C: -0.4995 0.3281 -0.5214  -0.2571
C: 0.8240 0.7804 0.2702  -0.4675
C: 2.0425 -0.1305 0.1950  0.2015
N: 3.0347 -0.6986 -0.2547  -0.4444
H: -1.0943 -0.7304 1.3362  0.2406
H: -0.8892 -1.8818 -0.1408  0.2456
H: -2.5118 -0.7751 -0.1058  0.2570
H: -1.0697 1.2979 -0.6068  0.2692
H: -0.3171 0.0003 -1.6091  0.2764
H: 0.5803 0.7940 1.3600  0.2591
H: 1.1913 1.7878 -0.0863  0.2929

Forces on atoms 1 to 6 (eV/Å):
C -1.3 -2.7 1.2
C 0.7 0.8 -1.2
C 0.3 -0.8 0.2
C 4.9 -2.6 -4.1
N -6.1 3.3 3.3
H -0.9 0.0 -2.4

Its HOMO energy is -0.4118 hartree. The structure (SMILES) is CCCC#N. The calculation puts the LUMO energy at 0.8 eV. Its spin multiplicity is 1. Its HOMO-LUMO gap is 12.00 eV. The strongest force on any atom is 7.7 eV Å⁻¹. The calculation puts the energy above the lowest of the compared OMol25 structures with the same formula, charge and spin at 37.16 kcal/mol.

Density functional theory data (ωB97M-V with the def2-TZVPD basis set) for a 2-piece molecular cluster, H4NPS overall at a distorted geometry.

Last column: Mulliken charge in e.
Geometry (Å):
N: 1.4182 0.1558 -0.2349  -0.3916
P: -2.3409 -0.4048 0.0020  -0.0621
S: 0.7256 -1.3298 0.2138  -0.1265
H: 1.5711 0.8464 0.4198  0.2390
H: 2.0639 0.0600 -0.9892  0.2634
H: -1.7279 -0.1465 1.1396  0.0281
H: -1.7101 0.8189 -0.5510  0.0497

Forces on atoms 1 to 6 (eV/Å):
N -1.1 -3.4 -1.0
P 0.1 0.4 -2.6
S 0.0 1.7 -0.3
H 0.4 1.5 1.6
H 0.3 0.4 -0.3
H 0.9 0.4 2.4

Its HOMO energy (spin up / spin down) is -0.3228 / -0.3101 hartree. The calculation puts the LUMO energy (spin up / spin down) at -0.9 / -1.1 eV. Its spin multiplicity is 1. Its HOMO-LUMO gap (spin up / spin down) is 7.87 / 7.36 eV. The strongest force on any atom is 3.7 eV Å⁻¹. The calculation puts the energy above the lowest of the compared OMol25 structures with the same formula, charge and spin at 68.40 kcal/mol.

Density functional theory data (ωB97M-V with the def2-TZVPD basis set) for C4H6CrO2 as an isolated structure.

Last column: Mulliken spin population.
Geometry (Å):
O: 0.3585 -1.1138 -3.2262  -0.0005
C: 0.5147 -0.2678 -2.1130  0.0120
C: 0.8098 -1.1640 -0.9115  0.0145
C: 1.0235 -0.4077 0.3168  -0.0600
C: 1.2044 0.2905 1.3054  -0.0140
H: 0.2024 -0.5843 -4.0125  0.0005
H: -0.4008 0.3159 -1.9212  -0.0040
H: 1.3480 0.4382 -2.2591  -0.0007
H: 1.7239 -1.7509 -1.0905  -0.0003
H: -0.0075 -1.8857 -0.7640  0.0007
H: 1.6181 0.6712 2.2331  0.0288
O: -1.6943 1.8583 2.2920  1.0125
Cr: -1.0917 0.2247 1.6671  4.0106

Forces on atoms 1 to 6 (eV/Å):
O 0.0 -0.1 0.4
C 0.1 0.4 -0.3
C 0.0 -0.3 0.0
C -0.2 0.7 0.6
C -0.2 -0.7 0.1
H 0.0 0.0 -0.1

Its HOMO energy (spin up / spin down) is -0.5296 / -0.5297 hartree. As for the expectation value of S²: 8.77. The calculation puts the LUMO energy (spin up / spin down) at -6.1 / -6.7 eV. Its spin multiplicity is 6. Its HOMO-LUMO gap (spin up / spin down) is 8.35 / 7.75 eV. The strongest force on any atom is 0.9 eV Å⁻¹. Its total charge is +1. The calculation puts the energy above the lowest of the compared OMol25 structures with the same formula, charge and spin at 30.54 kcal/mol.